Record 1
Below is a 13-piece molecular cluster, C40H60BrCl36FN2O4 overall, with properties calculated with ωB97M-V with the def2-TZVPD basis set.

Geometry as ORCA input:
```
! RIJCOSX wB97M-V def2-TZVPD def2/J DEFGRID3
* xyz 0 1
C -3.30685 3.79346 -5.28127
C -1.79978 4.25598 -5.07488
C -1.78728 5.20525 -3.80980
C -0.43928 5.03446 -2.99593
C -0.71427 4.61789 -1.48775
C 0.44579 3.67411 -1.02345
C 0.02588 2.13874 -1.00179
Br 0.22070 1.47317 -2.83705
O 0.70657 1.53290 0.06599
C 1.30815 0.26402 -0.12027
C 2.73631 0.28291 -0.76363
C 3.42011 1.69447 -0.86771
C 1.24962 -0.44982 1.33178
C 1.27382 -1.99976 1.10552
O 2.47912 -2.52958 0.52684
C 2.13195 -3.17230 -0.70804
C 2.51400 0.09087 2.08002
C 3.53144 -0.72806 2.66527
C 4.68303 -0.24306 3.36333
N 4.86527 1.07419 3.54565
C 3.90882 1.85367 3.03890
C 2.74026 1.51436 2.30226
N 0.07909 -0.06624 2.13094
C 0.26716 -0.41229 3.57180
C 0.51083 0.86071 4.48573
F 0.11808 1.99538 3.76735
C -1.19606 -0.70959 1.78306
C -1.69802 -0.62571 0.31588
C -3.18557 -1.19934 0.29283
C -3.42109 -2.07455 -1.01132
C -3.97272 -1.17262 -2.16572
C -3.39654 -1.50406 -3.58190
O -2.56295 -2.68966 -3.62689
C -1.82493 -2.55621 -4.80033
C -0.41289 -1.93877 -4.82971
O -2.30032 -2.88847 -5.82199
H -3.48147 2.81976 -4.78120
H -3.55652 3.70086 -6.36295
H -3.95846 4.59202 -4.85714
H -1.44618 4.86030 -5.93476
H -1.14952 3.36163 -4.94374
H -1.83481 6.25847 -4.15447
H -2.62161 4.96898 -3.11722
H 0.09313 6.01520 -2.99422
H 0.26556 4.31433 -3.47108
H -0.64713 5.54853 -0.87866
H -1.72781 4.19108 -1.33981
H 0.77630 3.89781 0.01406
H 1.36086 3.75135 -1.65918
H -1.06896 2.16215 -0.77004
H 0.70624 -0.44333 -0.74601
H 3.46996 -0.42209 -0.33305
H 2.60195 -0.05096 -1.82500
H 4.51486 1.62355 -0.65513
H 2.98501 2.48068 -0.22453
H 3.35534 2.05063 -1.92384
H 0.44205 -2.34752 0.44633
H 1.11322 -2.52094 2.08436
H 3.04056 -3.49848 -1.25735
H 1.48476 -4.06338 -0.50282
H 1.59016 -2.47544 -1.39553
H 3.43788 -1.83196 2.58943
H 5.44997 -0.92622 3.77593
H 4.04491 2.94171 3.22238
H 2.02576 2.27301 1.93538
H -0.67691 -0.84518 3.98721
H 1.02157 -1.20957 3.73797
H 1.58272 0.94366 4.78331
H -0.09983 0.81806 5.41264
H -1.99252 -0.21019 2.39425
H -1.25311 -1.79234 2.09917
H -1.79598 0.44167 0.03663
H -1.14480 -1.23941 -0.42177
H -3.45928 -1.73040 1.22644
H -3.87994 -0.32661 0.19153
H -2.44497 -2.55195 -1.22749
H -4.17521 -2.82907 -0.72505
H -5.08427 -1.35517 -2.22717
H -3.85987 -0.07700 -2.00992
H -4.23181 -1.67421 -4.30201
H -2.83096 -0.62917 -3.98071
H 0.18327 -2.09441 -3.90651
H 0.18601 -2.33901 -5.67886
H -0.45865 -0.83479 -5.00129
C 6.12730 -2.63777 -1.94561
Cl 4.73071 -1.94184 -2.76313
Cl 6.59269 -1.61859 -0.57966
Cl 5.78758 -4.28671 -1.40989
H 6.95372 -2.67014 -2.64671
C 1.26629 3.34967 -7.77014
Cl -0.13244 4.06957 -8.57464
Cl 1.77119 4.34094 -6.39797
Cl 0.90312 1.70086 -7.24755
H 2.08345 3.30858 -8.48116
C 8.52132 -1.63886 2.55944
Cl 8.22911 0.10076 2.58833
Cl 10.24969 -1.98433 2.66159
Cl 7.64635 -2.43612 3.87045
H 8.15323 -2.03031 1.62017
C -6.47367 -5.00466 0.57875
Cl -8.09575 -4.97949 1.28629
Cl -6.49543 -4.27299 -1.02885
Cl -5.30152 -4.17756 1.61666
H -6.17276 -6.04188 0.48630
C 4.63474 1.10746 -5.28452
Cl 2.95793 1.08646 -4.71889
Cl 4.95067 2.56320 -6.23558
Cl 5.74612 1.00696 -3.92045
H 4.79376 0.24413 -5.92069
C -6.86908 -1.61242 4.66092
Cl -8.60122 -1.93186 4.69450
Cl -6.55953 -0.16759 3.68952
Cl -6.24310 -1.41600 6.30115
H -6.36303 -2.45319 4.20049
C -7.30948 -2.28611 -4.81664
Cl -6.11763 -1.54322 -5.88555
Cl -7.07278 -4.03430 -4.74363
Cl -7.23228 -1.58088 -3.19319
H -8.29507 -2.09181 -5.22342
C -12.09167 -4.14461 1.99453
Cl -13.63410 -3.51762 2.58444
Cl -10.74520 -3.21584 2.66115
Cl -11.92293 -5.85736 2.39523
H -12.07365 -4.04407 0.91539
C 5.42945 -0.81614 7.53592
Cl 3.95681 -0.75943 8.51316
Cl 5.20366 0.09130 6.03834
Cl 6.80917 -0.18556 8.44553
H 5.63191 -1.85144 7.28558
C -6.02520 3.93085 6.37593
Cl -6.21756 2.52891 5.31362
Cl -6.33532 5.42821 5.49352
Cl -7.09822 3.79949 7.77426
H -5.00499 3.95419 6.73305
C 12.47341 -2.95438 -0.65634
Cl 13.27176 -4.51782 -0.46441
Cl 12.85883 -2.24779 -2.22869
Cl 10.72617 -3.12013 -0.45965
H 12.84037 -2.28745 0.11576
C 1.80367 2.84040 8.57501
Cl 2.60540 2.88477 7.00138
Cl 0.28206 1.94323 8.47238
Cl 2.86459 2.12713 9.79403
H 1.57847 3.85810 8.87195
*
```

Computed properties:
- Orbital gap: 0.32691 Eh
- E_HOMO: -8.72 eV
- Calculated total energy: -577185.48224 eV
- Energy above the lowest of the compared OMol25 structures with the same formula, charge and spin: 0.000 eV

=====

Record 2
Below is C20H18N4O4Pt as an isolated structure, with properties calculated with ωB97M-V with the def2-TZVPD basis set.

Geometry as ORCA input:
```
! RIJCOSX wB97M-V def2-TZVPD def2/J DEFGRID3
* xyz -2 3
Pt -0.63200 1.62656 -0.15632
C -3.34774 -1.61806 -1.69131
C -2.20687 -1.10662 -0.84089
O -2.21468 0.06858 -0.51957
C -1.16644 -2.08465 -0.39312
C -1.46096 -3.44758 -0.39567
C -0.54166 -4.36400 0.08829
C 0.68348 -3.91821 0.56633
C 0.98631 -2.56648 0.55237
C 0.06500 -1.64679 0.07626
H -3.86753 -0.75630 -2.10075
H -4.03984 -2.20137 -1.07951
H -2.98304 -2.25632 -2.49541
H -2.42079 -3.79950 -0.75261
H -0.78821 -5.41816 0.10942
H 1.39446 -4.62762 0.97165
H 1.93142 -2.21160 0.94226
H 0.28724 -0.58463 0.07552
N 0.50622 3.12494 0.19340
C 1.84870 3.06308 0.08959
C 2.57922 1.97200 -0.45314
C 3.95738 1.99133 -0.53118
C 4.68707 3.08959 -0.07564
C 3.99781 4.17924 0.45853
C 2.61979 4.16963 0.53536
H 2.00820 1.12446 -0.81504
H 4.47782 1.13892 -0.95578
H 5.76890 3.09783 -0.13886
H 4.54953 5.04257 0.81647
H 2.07584 5.01052 0.94872
N -2.80109 1.49662 2.50628
C -1.91788 0.46207 2.74550
O -0.77435 0.52811 2.28448
C -2.40589 -0.63835 3.54529
C -3.74641 -0.67511 3.97480
N -4.86097 -0.70122 4.29730
C -1.55778 -1.71222 3.89023
N -0.88596 -2.60116 4.20374
H -2.51818 2.06556 1.71647
H -3.78565 1.30800 2.60139
C 1.43162 0.21042 -3.63143
C 0.24862 1.17737 -3.45561
O 0.08980 2.05384 -4.31479
O -0.46078 0.96807 -2.42318
H 1.74980 0.17009 -4.67341
H 1.17576 -0.78538 -3.26658
H 2.26470 0.58193 -3.02982
*
```

Computed properties:
- Orbital gap (alpha / beta): 0.20957 / 0.23394 Eh
- E_HOMO (alpha / beta): -1.06 / -1.72 eV
- <S²>: 2.037
- Calculated total energy: -38428.55829 eV

=====

Record 3
Below is a 2-piece molecular cluster, C5H12NO2 overall, with properties calculated with ωB97M-V with the def2-TZVPD basis set.

Geometry as ORCA input:
```
! RIJCOSX wB97M-V def2-TZVPD def2/J DEFGRID3
* xyz -1 1
C 2.45054 0.00101 -0.36352
O 3.28725 1.08077 -0.08291
C 1.07973 0.66995 -0.81145
C 0.00553 -0.32681 -1.44642
C -0.49314 -1.04032 -0.30179
C -1.75268 -1.18434 0.39563
N -1.87468 -1.64316 1.62521
H 2.88576 -0.42986 -1.34496
H 2.47790 -0.75806 0.46930
H 0.54311 1.01354 0.07666
H 1.24088 1.39212 -1.60721
H 0.50882 -0.97002 -2.12042
H -0.66305 0.07427 -2.19646
H 0.19165 -1.61368 0.32133
H -2.80558 -0.97917 -0.02907
H -0.93253 -1.69970 2.12956
H -3.14270 0.87304 0.65849
H -1.90699 1.60439 0.77547
H 2.92361 1.65599 0.55368
O -2.77951 1.74702 0.84572
*
```

Computed properties:
- Orbital gap: 0.18615 Eh
- E_HOMO: -1.57 eV
- Calculated total energy: -10962.31965 eV
- Energy above the lowest of the compared OMol25 structures with the same formula, charge and spin: 4.670 eV